Record 1
The following is a quantum chemistry calculation of a gas-phase ion, C8H13N2O (charge +1) at a distorted geometry, from the Open Molecules 2025 dataset.

Output
* calculated total energy: -13526.2836 eV
* total charge: +1
* LUMO energy: -2.9 eV
* SMILES: CC1(C)C[C@@H]1c1[nH]c(O)c[nH+]1
* largest force on an atom: 5.33 eV/Å
* energy above the lowest of the compared OMol25 structures with the same formula, charge and spin: 1.881 eV

Geometry (Å):
C (-2.33, 1.51, 0.80)
C (-0.84, 1.20, 0.79)
C (-0.03, 2.08, -0.13)
C (-0.28, 0.60, 2.03)
C (-0.61, -0.37, 0.93)
C (0.18, -1.10, -0.07)
N (1.54, -0.81, -0.28)
C (2.06, -1.56, -1.25)
O (3.30, -1.49, -1.62)
C (0.98, -2.18, -1.86)
N (-0.14, -1.91, -1.08)
H (-2.43, 2.11, 1.76)
H (-2.93, 0.60, 0.82)
H (-2.68, 2.17, -0.14)
H (-0.21, 1.60, -1.19)
H (1.04, 1.65, 0.08)
H (-0.30, 3.11, -0.02)
H (-0.84, 0.53, 2.91)
H (0.72, 0.79, 2.28)
H (-1.55, -1.01, 1.10)
H (2.09, -0.16, 0.23)
H (3.52, -2.17, -2.38)
H (0.85, -2.95, -2.61)
H (-1.07, -2.23, -1.12)



Record 2
The following is a quantum chemistry calculation of C8H13N3 in the gas phase at a distorted geometry, from the Open Molecules 2025 dataset.

Output
* calculated total energy: -12974.9180 eV
* LUMO energy: 0.7 eV
* SMILES: [H]/N=C1/[C@H](C#N)CN(C)C1(C)C
* largest force on an atom: 4.36 eV/Å
* energy above the lowest of the compared OMol25 structures with the same formula, charge and spin: 2.264 eV

Geometry (Å):
H (-0.61, -2.72, 1.06)
N (-0.08, -2.68, 0.16)
C (0.07, -1.49, -0.18)
C (0.83, -1.13, -1.37)
C (2.21, -1.27, -0.87)
N (3.31, -1.24, -0.56)
C (0.45, 0.27, -1.64)
N (0.28, 0.77, -0.32)
C (0.05, 2.19, -0.30)
C (-0.40, -0.17, 0.59)
C (-1.97, -0.01, 0.55)
C (0.23, 0.12, 1.97)
H (0.71, -1.85, -2.15)
H (1.28, 0.86, -2.08)
H (-0.38, 0.32, -2.37)
H (-0.82, 2.59, -0.83)
H (0.06, 2.34, 0.70)
H (0.76, 2.57, -0.89)
H (-2.29, 0.39, -0.39)
H (-2.37, 0.65, 1.34)
H (-2.56, -0.98, 0.74)
H (0.05, 1.17, 2.41)
H (1.27, -0.06, 1.80)
H (-0.08, -0.64, 2.65)



Record 3
The following is a quantum chemistry calculation of a gas-phase ion, C8H13N3O (charge +2) at a distorted geometry, from the Open Molecules 2025 dataset.

Output
* calculated total energy: -15007.0778 eV
* total charge: +2
* LUMO energy: -8.4 eV
* SMILES: C[C@@H]1Oc2[nH]c(=[NH2+])cc[n+]2[C@H]1C
* largest force on an atom: 6.94 eV/Å
* energy above the lowest of the compared OMol25 structures with the same formula, charge and spin: 0.000 eV

Geometry (Å):
C (-2.34, -1.66, 0.82)
C (-1.54, -0.94, -0.24)
O (-0.28, -1.68, -0.46)
C (0.75, -1.04, -0.24)
N (2.04, -1.25, -0.28)
C (2.99, -0.25, -0.01)
N (4.26, -0.61, -0.11)
C (2.57, 1.04, 0.34)
C (1.24, 1.40, 0.43)
N (0.27, 0.56, 0.21)
C (-1.16, 0.53, 0.12)
C (-1.67, 1.53, -0.92)
H (-3.34, -1.23, 0.87)
H (-1.88, -1.59, 1.80)
H (-2.45, -2.71, 0.55)
H (-2.06, -1.00, -1.21)
H (2.37, -2.18, -0.55)
H (5.00, 0.06, 0.07)
H (4.55, -1.54, -0.35)
H (3.32, 1.79, 0.54)
H (0.96, 2.42, 0.71)
H (-1.59, 0.78, 1.10)
H (-1.24, 1.35, -1.90)
H (-1.42, 2.55, -0.62)
H (-2.75, 1.47, -0.99)



Record 4
The following is a quantum chemistry calculation of C8H13N3O6 in the gas phase at a distorted geometry, from the Open Molecules 2025 dataset.

Output
* calculated total energy: -25260.6604 eV
* LUMO energy: 0.0 eV
* SMILES: NC(=O)C[C@H](N)C(=O)N[C@@H](CC(=O)O)C(=O)O
* largest force on an atom: 6.94 eV/Å
* energy above the lowest of the compared OMol25 structures with the same formula, charge and spin: 3.835 eV

Geometry (Å):
N (-1.99, -1.48, 1.10)
C (-2.43, -1.26, -0.16)
O (-2.95, -2.11, -0.84)
C (-2.22, 0.23, -0.57)
C (-1.39, 1.19, 0.41)
N (-2.41, 2.12, 0.88)
C (-0.30, 2.04, -0.16)
O (-0.54, 3.14, -0.58)
N (0.99, 1.59, -0.42)
C (1.74, 0.39, -0.04)
C (1.66, -0.72, -1.01)
C (1.53, -2.05, -0.18)
O (2.55, -2.73, 0.25)
O (0.26, -2.48, -0.05)
C (3.20, 0.80, 0.19)
O (3.59, 1.89, 0.14)
O (4.08, -0.24, 0.41)
H (-1.31, -2.32, 1.40)
H (-2.57, -1.32, 1.91)
H (-3.16, 0.65, -0.51)
H (-1.89, 0.31, -1.63)
H (-1.04, 0.59, 1.26)
H (-3.12, 2.06, 0.13)
H (-2.16, 3.09, 0.95)
H (1.63, 2.29, -0.69)
H (1.28, 0.23, 0.90)
H (0.67, -0.56, -1.48)
H (2.34, -0.86, -1.78)
H (0.33, -3.41, 0.13)
H (3.64, -1.11, 0.05)



no.,orbital gap (eV)
1,9.55
2,9.55
3,9.09
4,9.74